# 1
59
Properties=species:S:1:pos:R:3 method="wB97M-V/def2-TZVPD" largest_force_ev_per_a=1.9 e_homo_ha=-0.178 energy_ev=-51457.8372 total_charge=-1 gap_ev=7.28
C -1.3587 -0.5446 0.7054
C -1.9382 -1.2407 1.9489
C -2.2579 -2.6922 1.5968
O -1.0312 -3.3958 1.4196
C -0.7390 -4.2756 2.4165
Cl -1.9159 -5.7325 2.2132
C -0.9046 -3.6660 3.8757
O -1.9871 -3.9155 4.4586
O 0.0490 -2.9895 4.2805
N 0.6285 -4.7491 2.2685
C 0.8958 -5.9901 2.9698
C 1.1067 -4.7329 0.9419
F 0.3238 -5.3142 0.0287
F 2.2768 -5.4275 0.8849
F 1.4082 -3.5168 0.5198
H -1.5729 0.5211 0.6895
H -1.7947 -0.9552 -0.2057
H -0.2988 -0.7520 0.6279
H -2.7882 -0.7066 2.3571
H -1.1261 -1.2833 2.6677
H -2.9474 -3.1728 2.2801
H -2.7389 -2.6933 0.6191
H 0.3320 -6.0436 3.8882
H 1.9406 -6.0535 3.2522
H 0.6775 -6.8792 2.3833
C 0.6750 0.2184 -5.2807
C 1.3575 -0.0862 -3.9504
C 0.4213 0.0173 -2.7376
O 0.1332 1.3409 -2.3263
C -0.8936 1.9879 -3.0535
N 2.5330 0.7804 -3.8128
H 0.5127 1.2865 -5.4249
H 1.2953 -0.1255 -6.1089
H -0.2897 -0.2880 -5.3531
H 1.7059 -1.1217 -3.9953
H 0.9234 -0.4469 -1.8853
H -0.5067 -0.5453 -2.8983
H -1.6751 1.2877 -3.3611
H -0.4910 2.5062 -3.9282
H -1.3374 2.7405 -2.4002
H 3.0481 0.5063 -2.9807
H 2.1970 1.7148 -3.5945
C 0.2790 5.3797 -0.4688
C -0.3487 5.2563 0.9166
C 0.5930 4.6482 1.9685
O 0.7452 3.2515 1.8687
C 1.6859 2.8178 0.9020
N -1.6015 4.5040 0.8015
H 0.3309 4.4201 -0.9832
H -0.3170 6.0466 -1.0930
H 1.2889 5.7914 -0.4090
H -0.5926 6.2689 1.2535
H 0.1543 4.8234 2.9551
H 1.5721 5.1472 1.9639
H 2.5370 3.5021 0.8246
H 1.2054 2.6961 -0.0717
H 2.0518 1.8396 1.2123
H -2.0748 4.5091 1.7006
H -1.3571 3.5261 0.6619

---

# 2
17
Properties=species:S:1:pos:R:3 method="wB97M-V/def2-TZVPD" largest_force_ev_per_a=1.8 e_homo_ha=-0.318 energy_ev=-9335.7364 smiles="[H]/N=C(/OC)N(C)C" gap_ev=9.59
C -0.2153 1.6949 2.1900
N -0.7496 -0.2748 1.3653
C -0.1951 0.2413 0.3371
O 0.1935 1.4909 0.5775
N -0.0114 -0.3421 -0.9022
C 0.8987 0.1809 -1.9031
C -0.3129 -1.7601 -0.9880
H 0.6508 1.3126 2.7283
H -0.2427 2.7538 2.0541
H -1.1223 1.3638 2.7425
H -1.0727 -1.2109 1.3595
H 1.9099 -0.2475 -1.8123
H 0.9681 1.2616 -1.7891
H 0.5133 -0.0500 -2.9077
H -1.2947 -1.9605 -0.5519
H -0.3453 -2.0713 -2.0374
H 0.4276 -2.3825 -0.4628

---

# 3
198
Properties=species:S:1:pos:R:3 method="wB97M-V/def2-TZVPD" largest_force_ev_per_a=5.3 e_homo_ha=-0.383 energy_ev=-157870.8011 gap_ev=10.18
C -2.6671 4.8818 -2.7114
C -3.9942 5.4328 -2.3801
O -3.8889 5.6235 -0.9852
C -2.7811 4.9629 -0.5109
O -2.5013 4.9235 0.6703
O -2.2053 4.2645 -1.4790
H -1.9595 5.5271 -3.2320
H -2.8764 4.1581 -3.4991
H -4.7598 4.8160 -2.8507
H -4.0433 6.4675 -2.7192
C -2.8630 4.9852 3.9302
C -4.2031 5.0869 3.1139
O -4.4153 3.6897 2.9241
C -3.6028 2.9478 3.6782
O -3.5511 1.7127 3.7225
O -2.7528 3.6533 4.3697
H -2.7727 5.7790 4.6717
H -2.1085 5.1399 3.1589
H -4.1501 5.4931 2.1038
H -5.0145 5.6109 3.6190
C 1.1652 6.6964 3.3045
C -0.1351 6.3190 2.6587
O -0.1544 6.9123 1.3550
C 1.0801 7.3249 1.1126
O 1.3250 8.0346 0.1518
O 1.9132 6.9829 2.1466
H 1.5839 5.7540 3.6575
H 1.2419 7.5539 3.9731
H -0.9755 6.8020 3.1572
H -0.2006 5.3200 2.2276
C 3.8583 -1.2557 2.7727
C 4.3569 -2.6423 3.0514
C 5.8330 -2.7801 2.7928
O 6.2040 -3.6171 3.8222
C 5.3197 -3.5823 4.8205
O 5.4022 -4.1496 5.9284
O 4.2527 -2.9190 4.4305
H 4.2713 -0.8725 1.8396
H 4.0971 -0.6351 3.6364
H 2.7691 -1.2144 2.7620
H 3.9382 -3.5110 2.5432
H 6.2316 -1.7670 2.8458
H 5.9181 -3.1877 1.7854
C -5.7840 -3.4097 -2.4378
C -5.4056 -2.5327 -3.6474
C -4.2250 -3.0966 -4.4875
O -4.7896 -2.9226 -5.7873
C -6.0446 -2.6665 -5.7558
O -6.7403 -2.5743 -6.7381
O -6.4969 -2.6551 -4.4876
H -6.5946 -2.9800 -1.8492
H -4.8404 -3.3774 -1.8932
H -6.1374 -4.3925 -2.7496
H -5.2985 -1.5136 -3.2758
H -3.9747 -4.1256 -4.2296
H -3.3355 -2.4916 -4.3114
C -1.7379 0.8883 -0.1527
C -0.3884 1.3666 0.3448
C 0.3261 0.5589 1.4288
O 1.5269 0.1575 0.8218
C 1.6300 0.6957 -0.4312
O 2.6294 0.5766 -1.1167
O 0.5236 1.4551 -0.6891
H -1.9831 1.1809 -1.1736
H -2.5281 1.3962 0.4002
H -1.7578 -0.2013 -0.1289
H -0.4444 2.3619 0.7858
H -0.2305 -0.3672 1.5721
H 0.3880 1.0587 2.3955
C 2.2864 -4.5662 -3.3357
C 3.2545 -4.5181 -2.0752
C 2.9567 -3.6655 -0.8481
O 3.3617 -4.3510 0.2940
C 3.4860 -5.6712 -0.0525
O 3.7502 -6.5852 0.7757
O 3.3267 -5.8171 -1.4187
H 2.7278 -5.2841 -4.0269
H 2.1798 -3.6045 -3.8375
H 1.3830 -5.1159 -3.0717
H 4.2704 -4.2486 -2.3640
H 1.8877 -3.4747 -0.9428
H 3.4206 -2.6804 -0.7991
C 1.3229 5.0514 -1.9829
C 2.7143 5.1200 -2.5595
C 3.7039 5.9730 -1.7899
O 4.8506 5.1767 -1.7786
C 4.5678 3.8334 -2.1006
O 5.3369 2.8763 -2.0156
O 3.2450 3.8231 -2.5737
H 1.2317 4.7256 -0.9467
H 0.7139 4.2888 -2.4682
H 0.7614 5.9631 -2.1871
H 2.7510 5.3455 -3.6253
H 3.4561 6.4336 -0.8336
H 3.6795 6.8688 -2.4105
C -2.7696 -1.5662 3.4066
C -2.7916 -1.7179 4.8708
C -2.5593 -0.5857 5.8133
O -3.4779 -0.9440 6.8449
C -4.3466 -1.9766 6.5291
O -5.2784 -2.3964 7.2057
O -3.9423 -2.4424 5.2661
H -3.3070 -0.6958 3.0301
H -2.8621 -2.4623 2.7930
H -1.7516 -1.3221 3.1029
H -1.8671 -2.2504 5.0943
H -2.6879 0.4478 5.4914
H -1.5296 -0.6502 6.1651
C -0.9846 1.7336 -3.5291
O -1.9108 2.1141 -4.5024
C -2.9577 1.2687 -4.6811
O -3.2175 0.2910 -4.0142
O -3.7423 1.7836 -5.7495
C -5.0541 1.2625 -5.9844
H -0.0133 1.8644 -4.0062
H -1.0401 0.7095 -3.1599
H -0.9312 2.3976 -2.6663
H -4.9525 0.1830 -6.0959
H -5.4110 1.6884 -6.9221
H -5.6858 1.4623 -5.1189
C -2.4009 -2.8600 -0.5139
O -2.1599 -2.4157 -1.8834
C -0.9459 -2.1261 -2.2600
O 0.0724 -2.1737 -1.4777
O -0.8580 -1.9528 -3.6463
C 0.3952 -1.4821 -4.0634
H -1.8924 -2.3321 0.2930
H -2.0026 -3.8734 -0.4651
H -3.4619 -2.8917 -0.2662
H 1.0526 -1.0782 -3.2935
H 0.1427 -0.5529 -4.5741
H 0.8506 -2.2230 -4.7205
C 5.1616 -0.1560 -8.1394
O 4.6942 0.0443 -6.7840
C 5.1054 -0.5537 -5.7249
O 6.0550 -1.2886 -5.5563
O 4.4180 -0.0186 -4.6299
C 3.3465 0.9357 -4.7497
H 6.0822 0.4171 -8.2495
H 4.4688 0.3800 -8.7881
H 5.2159 -1.2148 -8.3925
H 2.4168 0.4656 -5.0700
H 3.6921 1.6418 -5.5047
H 3.1702 1.2824 -3.7314
C 7.3816 -5.3775 -1.1995
O 6.7745 -4.1735 -0.8469
C 6.5379 -3.1615 -1.6724
O 6.8021 -3.1394 -2.9069
O 5.8614 -2.1794 -1.0054
C 5.5473 -1.0192 -1.7660
H 7.3920 -6.0766 -0.3632
H 8.4224 -5.3067 -1.5155
H 6.7014 -5.8786 -1.8881
H 5.8956 -0.9345 -2.7953
H 5.7592 -0.0255 -1.3712
H 4.4797 -1.1830 -1.9126
C 0.4453 -5.3224 1.9244
O 0.0053 -3.9486 2.3080
C 0.3582 -3.4435 3.4549
O 0.3266 -2.2638 3.6546
O 0.8489 -4.4236 4.2278
C 1.1840 -4.1465 5.5306
H 1.4683 -5.5738 2.2045
H 0.1977 -5.6153 0.9041
H -0.1497 -6.0147 2.5202
H 1.9849 -3.4131 5.4370
H 1.4525 -5.0925 6.0008
H 0.3179 -3.7242 6.0400
C -5.5058 0.6981 0.5468
C -5.6617 -0.5899 -0.3062
O -5.8075 -1.6680 0.6054
C -7.0749 -2.0207 1.0022
O -8.1438 -1.5275 0.6291
O -7.0189 -3.1500 1.7436
C -6.2864 -2.9941 2.9671
H -5.2086 1.5683 -0.0384
H -4.6913 0.5080 1.2457
H -6.3638 0.9892 1.1528
H -4.7545 -0.8173 -0.8661
H -6.4262 -0.5494 -1.0821
H -5.8682 -3.9692 3.2167
H -6.9224 -2.8376 3.8384
H -5.3895 -2.3768 3.0180
C 2.0607 -0.3117 6.1276
C 1.5225 1.0422 5.7567
O 2.2921 1.3763 4.6178
C 2.0709 2.5729 4.0210
O 1.5394 3.5639 4.5610
O 2.6659 2.6021 2.8036
C 2.4382 3.6029 1.7539
H 1.9768 -0.8384 5.1770
H 1.5314 -0.8001 6.9458
H 3.1340 -0.2053 6.2852
H 1.6967 1.7959 6.5246
H 0.4688 0.9664 5.4880
H 1.3763 3.6559 1.5136
H 3.0840 3.3462 0.9142
H 2.6256 4.6262 2.0793

---

# 4
56
Properties=species:S:1:pos:R:3 method="wB97M-V/def2-TZVPD" largest_force_ev_per_a=19.6 e_homo_ha=-0.259 energy_ev=-58194.7840 smiles="COc1ccc(N2CCN(C(=O)CN(Cc3ccc(Cl)cc3)S(C)(=O)=O)CC2)cc1" gap_ev=7.23
C 1.0218 5.3040 -0.5239
H 0.5652 4.9727 -1.4977
O 1.1557 4.3966 0.3520
C 1.6345 3.0733 0.0447
C 1.6162 1.9703 0.9307
C 2.0694 0.8071 0.9230
C 2.5894 0.4209 -0.1975
C 2.6752 1.5495 -1.4794
C 2.0947 2.8075 -1.2481
H 2.2228 3.4514 -1.9692
H 3.1036 1.5245 -2.2905
N 3.1622 -0.5944 -0.7163
C 3.1085 -1.4981 -2.0245
H 2.5186 -0.5688 -2.5123
C 2.3349 -2.6777 -1.8951
N 1.3557 -2.6060 -0.5260
C 0.1488 -2.5990 -0.8366
O -0.3992 -2.5310 -1.9307
C -0.6875 -2.1081 0.2627
N -0.6682 -0.8129 0.9212
S -0.9183 -0.6783 2.3434
O -0.9301 0.8147 2.9011
O 0.0633 -1.4390 3.1273
C -2.5951 -1.2435 3.0038
H -2.5469 -2.1943 2.4409
H -3.1669 -0.7705 2.1845
H -2.6976 -1.2380 3.8683
C -1.0185 0.3835 -0.1039
C -2.6190 0.2130 -0.2033
C -3.3303 0.9736 0.5761
C -4.7254 1.1221 0.2733
C -5.3178 0.2085 -0.8108
C -4.4490 -0.4886 -1.4937
C -3.1302 -0.6426 -1.3504
H -2.5056 -1.1649 -1.9750
H -4.8791 -0.9195 -2.2621
Cl -6.9738 0.2279 -1.0827
H -5.3770 1.6289 1.2207
H -2.9393 1.6573 1.3024
H -0.6296 0.2397 -0.9200
H -0.6467 1.0595 0.5822
H -1.9617 -2.3488 0.2462
H -0.6214 -2.9245 1.1766
C 2.0441 -2.6152 0.6583
H 2.2262 -3.4191 0.9280
C 3.5537 -1.7291 0.4256
H 3.7603 -1.2813 1.4105
H 4.3496 -2.4804 0.1933
H 1.4786 -1.8880 1.2537
H 2.9130 -3.4154 -1.5291
H 1.7975 -2.8324 -2.7159
H 4.0860 -1.4415 -2.4388
H 2.2654 0.2522 1.5868
H 1.2134 2.3059 2.1338
H 2.0984 5.5349 -0.7916
H 0.5076 6.2516 0.0539

---

# 5
14
Properties=species:S:1:pos:R:3 method="wB97M-V/def2-TZVPD" largest_force_ev_per_a=5.6 e_homo_ha=-0.075 energy_ev=-19550.6756 total_charge=-1 smiles=Cn1cc([S-])c(N)n1 gap_ev=5.82
C 1.0629 0.2479 -0.6291
C 0.9262 -1.0205 -0.3794
C -0.2914 -1.1189 0.4027
C -0.3328 2.2987 -0.2524
N -0.7986 0.1314 0.6534
N 0.0431 0.9237 -0.0583
N -0.7498 -2.3032 0.9385
S 1.7979 -2.4820 -0.5841
H 1.6167 0.9120 -1.3408
H 0.0026 2.4215 -1.2740
H -1.3955 2.4026 -0.0353
H 0.1458 3.0554 0.4738
H -0.6191 -3.1632 0.3960
H -1.4079 -2.3055 1.6889

---

# 6
126
Properties=species:S:1:pos:R:3 method="wB97M-V/def2-TZVPD" largest_force_ev_per_a=3.0 e_homo_ha=-0.292 energy_ev=-63391.4655 smiles=COCCNCCOC.COCCNCCOC.COCCNCCOC.COCCNCCOC.COCCNCCOC.CO gap_ev=8.57
C -23.0011 -3.3548 12.1956
O -22.2504 -3.5517 10.9835
H -22.3263 -3.0704 13.0158
H -23.5872 -2.4992 12.0020
H -23.5845 -4.2623 12.4096
H -21.5948 -4.2651 11.2200
C -24.8199 2.1992 13.3549
O -24.5229 0.8613 13.7689
C -24.6890 0.7371 15.1675
C -23.9849 -0.5366 15.6296
N -22.5739 -0.6382 15.3870
C -21.5697 0.3737 15.8574
C -20.2319 -0.1907 15.4991
O -20.1501 -0.3474 14.1330
C -18.8108 -0.5879 13.7320
H -24.7989 2.2175 12.2886
H -24.1454 2.9339 13.7990
H -25.8674 2.4573 13.6775
H -25.7158 0.6790 15.4232
H -24.1592 1.5280 15.7460
H -24.3684 -1.3557 15.0104
H -24.2745 -0.6961 16.6667
H -22.3965 -0.7505 14.3734
H -21.5556 0.6123 16.9286
H -21.6305 1.3704 15.3180
H -20.0502 -1.1541 15.9915
H -19.4441 0.5167 15.7860
H -18.0791 0.1349 14.2349
H -18.7244 -0.3247 12.6664
H -18.4791 -1.5971 13.9170
C -26.5228 -1.0250 12.0400
O -26.0514 -2.0396 11.0984
C -26.6263 -1.9665 9.7963
C -26.0760 -3.2515 9.1208
N -24.6244 -3.2129 8.9611
C -24.1092 -4.4711 8.4239
C -24.2317 -5.7454 9.2683
O -25.4688 -6.2490 8.7716
C -26.0402 -7.3042 9.5643
H -26.2137 -0.0467 11.7392
H -26.1680 -1.3686 13.0438
H -27.6072 -1.0531 12.0602
H -26.2938 -1.0028 9.3224
H -27.6614 -2.1022 9.8324
H -26.3748 -3.3278 8.0844
H -26.3957 -4.1928 9.6699
H -24.1332 -2.9898 9.7715
H -23.0539 -4.2504 8.1925
H -24.6476 -4.6381 7.4991
H -24.1630 -5.5569 10.3877
H -23.3729 -6.4622 9.0382
H -25.4087 -8.1741 9.6357
H -26.9946 -7.7085 9.1567
H -26.1938 -6.9526 10.5914
C -20.5279 2.0748 11.6876
O -21.4297 1.5596 10.6649
C -21.6681 0.1509 10.9937
C -22.4046 -0.6819 9.9829
N -21.7810 -0.7785 8.6307
C -20.6718 -1.7816 8.5504
C -19.2273 -1.1860 8.2830
O -18.6343 -0.8574 9.4858
C -17.3389 -0.2808 9.3222
H -20.3806 3.1156 11.4023
H -19.5512 1.6027 11.6765
H -20.9866 2.0206 12.6384
H -22.2621 0.0514 11.9289
H -20.7406 -0.3640 11.3334
H -23.3871 -0.2044 9.8775
H -22.5325 -1.6810 10.4043
H -22.5135 -0.9932 7.9500
H -20.8080 -2.4963 7.7324
H -20.4836 -2.2598 9.4937
H -19.3733 -0.3150 7.6282
H -18.6310 -1.8648 7.7413
H -16.7740 -0.9404 8.7390
H -16.8697 -0.1867 10.3245
H -17.5149 0.7011 8.7705
C -31.0303 -11.4594 14.2792
O -29.6083 -11.4853 14.4570
C -28.9456 -10.3805 13.9476
C -27.5010 -10.8605 13.7889
N -26.5637 -9.7644 13.4605
C -26.1850 -8.9261 14.6061
C -25.1628 -7.8744 14.2867
O -24.1122 -8.4764 13.4741
C -23.1982 -7.5237 13.0039
H -31.3551 -10.7557 15.0225
H -31.4276 -12.5004 14.3786
H -31.1840 -11.0877 13.2497
H -29.0414 -9.5194 14.5991
H -29.4177 -10.2681 12.9383
H -27.5337 -11.5540 12.9038
H -27.1972 -11.4144 14.7093
H -25.6606 -10.1003 13.0444
H -25.7070 -9.5247 15.3605
H -27.0214 -8.4673 15.1781
H -24.6757 -7.4772 15.2045
H -25.6285 -7.0205 13.7903
H -22.6880 -7.0039 13.7941
H -23.5810 -6.7423 12.3280
H -22.5503 -8.1576 12.4046
C -19.7445 -8.5544 14.8048
O -20.0332 -7.6731 13.6789
C -19.0972 -6.5770 13.6597
C -19.8069 -5.4675 12.9804
N -20.5796 -5.7242 11.7731
C -19.9161 -6.0148 10.4629
C -18.9860 -4.8643 10.1302
O -17.7742 -5.0777 10.7504
C -16.8386 -4.1714 10.2561
H -20.2703 -9.4347 14.4699
H -20.0189 -8.1334 15.7903
H -18.7197 -8.8747 14.8511
H -18.1804 -6.8033 13.1034
H -18.8115 -6.3683 14.6861
H -19.1448 -4.6005 12.6940
H -20.6042 -5.1134 13.6843
H -21.2702 -6.3845 11.9964
H -20.6659 -5.9958 9.6660
H -19.3391 -6.9560 10.3756
H -19.4601 -3.9308 10.4076
H -18.9431 -4.7216 9.0171
H -16.7320 -4.2743 9.1742
H -15.8899 -4.4647 10.7521
H -16.9264 -3.1412 10.4838

---

# 7
11
Properties=species:S:1:pos:R:3 method="wB97M-V/def2-TZVPD" largest_force_ev_per_a=3.2 e_homo_ha=-0.100 energy_ev=-23858.5277 total_charge=-1 gap_ev=6.07
S 1.6500 0.2750 2.7514
H 0.6020 -0.5592 2.7176
C 0.4192 -0.7277 -0.5610
C -0.8708 0.0258 -0.7731
S -0.6163 1.7965 -1.0565
H 1.0578 -0.3583 -1.4277
H 0.9358 -0.5837 0.3944
H 0.2312 -1.8058 -0.8668
H -1.4650 0.0941 0.1582
H -1.6214 -0.4051 -1.5557
H -0.3223 2.2483 0.2191

---

# 8
15
Properties=species:S:1:pos:R:3 method="wB97M-V/def2-TZVPD" largest_force_ev_per_a=0.9 e_homo_ha=-0.357 energy_ev=-8737.8766 smiles="NC=O.NCN" gap_ev=10.44
N -1.6489 -0.7418 0.2867
C -2.4711 0.4377 0.7423
N -2.1876 1.6597 0.0459
H -2.2276 -1.5468 0.5349
H -1.6606 -0.6905 -0.7286
H -3.5229 0.1891 0.6046
H -2.2632 0.6062 1.7949
H -1.2159 1.9237 0.1506
H -2.4025 1.5987 -0.9470
C 2.2579 -0.1938 -0.7169
N 1.4852 -0.3816 0.3892
O 3.4077 -0.5543 -0.8263
H 1.7778 0.3768 -1.5219
H 0.4865 -0.4776 0.2470
H 1.9432 -0.8653 1.1443